(1)
Formula: C2H2NO2S2
Source: OMol25
Level of theory: ωB97M-V/def2-TZVPD

```
9
Properties=species:S:1:pos:R:3
N -0.08 -0.62 -0.23
C 1.27 -0.91 -0.43
S 1.86 -0.51 -1.95
O 1.92 -1.43 0.52
C 1.87 -0.81 2.03
O 1.39 0.27 2.08
S 2.73 -1.82 3.00
H -0.50 -0.02 0.61
H -0.45 -0.24 -1.15
```

Properties
Largest force on an atom ... 3.55 eV/A
Total energy ... -29363.797 eV
Total charge ... -1
E_LUMO ... 3.5200 eV
Relative energy (zero: lowest compared OMol25 entry of this formula, charge and spin) ... 12.0 kcal per mole

(2)
Formula: C20H42Br2ClIN4O4P
Source: OMol25
Level of theory: ωB97M-V/def2-TZVPD

```
75
Properties=species:S:1:pos:R:3
C 5.24 -2.46 -0.12
C 3.74 -2.74 0.01
C 2.95 -1.55 0.61
N 1.69 -1.35 -0.09
C 1.04 -0.07 -0.27
C 1.69 0.68 -1.51
Br 0.50 1.32 -2.93
C 2.86 -0.07 -2.16
C 2.56 -1.20 -3.13
Br 3.93 1.25 -3.17
C 1.21 0.70 1.05
C 1.11 2.26 1.26
I 0.35 3.58 -0.26
C 0.43 2.64 2.59
C 0.60 4.10 2.99
C 0.37 -0.20 2.02
C -0.69 -0.92 1.17
P -0.83 -2.78 1.55
O 0.59 -3.17 2.21
Cl -1.92 -2.49 3.28
N -0.48 -0.45 -0.28
C -0.96 -1.57 -1.17
C -1.08 -1.40 -2.68
C -2.16 -0.48 -3.24
C -2.10 -0.47 -4.80
N -2.20 0.85 -5.43
C -1.41 0.74 -0.37
O -2.72 0.28 -0.39
C -3.60 1.03 0.44
H 5.44 -1.47 -0.54
H 5.72 -2.52 0.85
H 5.70 -3.20 -0.77
H 3.31 -3.05 -0.94
H 3.63 -3.59 0.68
H 2.82 -1.75 1.68
H 3.60 -0.67 0.55
H 1.67 -1.94 -0.91
H 2.12 1.60 -1.11
H 3.59 -0.34 -1.41
H 3.46 -1.80 -3.26
H 1.78 -1.88 -2.79
H 2.30 -0.82 -4.11
H 2.23 0.54 1.38
H 2.14 2.61 1.35
H -0.64 2.44 2.48
H 0.79 1.98 3.38
H 0.62 4.17 4.08
H 1.53 4.53 2.62
H -0.24 4.71 2.66
H 1.08 -0.89 2.47
H -0.12 0.31 2.84
H -1.65 -0.57 1.53
H 0.75 -2.80 3.09
H -1.92 -1.90 -0.79
H -0.31 -2.43 -1.00
H -0.12 -1.20 -3.15
H -1.34 -2.41 -3.01
H -3.13 -0.87 -2.94
H -2.08 0.55 -2.90
H -2.93 -1.06 -5.19
H -1.16 -0.90 -5.11
H -1.33 1.36 -5.33
H -2.93 1.40 -4.99
H -1.23 1.37 0.50
H -1.17 1.32 -1.26
H -3.49 2.10 0.29
H -3.41 0.81 1.50
H -4.60 0.72 0.19
C -4.90 0.92 4.53
N -3.89 1.89 4.03
O -2.74 1.50 3.90
O -4.27 3.00 3.77
H -4.41 -0.03 4.72
H -5.32 1.34 5.45
H -5.67 0.84 3.77
```

Properties
Largest force on an atom ... 1.21 eV/A
Total energy ... -205559.005 eV
Total charge ... +1
E_LUMO ... -2.2656 eV

(3)
Formula: C5H8N2O
Source: OMol25
Level of theory: ωB97M-V/def2-TZVPD

```
16
Properties=species:S:1:pos:R:3
O 2.19 0.15 1.00
C 1.35 -0.07 -0.24
C 0.69 1.30 -0.44
N -0.47 1.72 0.00
N -0.87 0.42 0.67
C -2.14 -0.01 0.52
C -0.97 -0.55 -0.28
C 0.36 -1.25 -0.23
H 1.52 0.51 1.56
H 2.08 -0.24 -1.02
H 1.41 2.04 -1.02
H -2.67 -0.62 1.40
H -2.79 0.51 -0.14
H -0.96 -0.04 -1.35
H 0.55 -1.88 0.62
H 0.72 -1.99 -1.05
```

Properties
Largest force on an atom ... 5.70 eV/A
Total energy ... -10337.086 eV
E_LUMO ... 0.7794 eV
Relative energy (zero: lowest compared OMol25 entry of this formula, charge and spin) ... 130.1 kcal per mole

(4)
Formula: C31H24CrF5N7O3S3
Source: OMol25
Level of theory: ωB97M-V/def2-TZVPD

```
74
Properties=species:S:1:pos:R:3
Cr -0.04 0.38 -0.42
O 3.22 -1.51 -0.74
S 2.01 -1.66 0.00
O 0.82 -2.08 -0.71
N 1.49 -0.21 0.56
C 2.27 0.71 1.16
C 3.52 0.54 1.75
C 4.13 1.63 2.37
C 3.54 2.88 2.40
C 2.29 3.10 1.79
C 1.60 4.33 1.74
C 0.38 4.38 1.12
C -0.17 3.23 0.53
N 0.45 2.06 0.55
C 1.66 1.99 1.17
C 2.23 -2.67 1.47
C 1.22 -2.52 2.41
C 1.34 -3.16 3.63
C 2.45 -3.94 3.89
C 3.44 -4.09 2.93
C 3.34 -3.45 1.71
H 4.01 -0.42 1.71
H 5.08 1.48 2.86
H 4.03 3.70 2.91
H 2.05 5.21 2.19
H -0.18 5.30 1.07
H -1.13 3.27 0.04
H 0.37 -1.90 2.17
H 0.57 -3.04 4.38
H 2.55 -4.42 4.85
H 4.31 -4.70 3.15
H 4.10 -3.54 0.95
N -3.84 -3.62 3.97
C -3.47 -3.67 2.68
S -3.75 -5.07 1.82
C -2.79 -2.55 2.05
C -2.53 -2.60 0.67
C -1.82 -1.60 0.07
N -1.31 -0.55 0.74
C -1.62 -0.45 2.04
C -2.35 -1.40 2.72
H -4.31 -4.42 4.35
H -3.78 -2.79 4.53
H -2.88 -3.44 0.10
H -1.62 -1.63 -1.00
H -1.25 0.43 2.55
H -2.56 -1.24 3.77
C -0.17 -0.24 -6.15
C 0.46 -1.09 -5.04
C 1.03 -0.25 -3.97
N 0.53 -0.11 -2.80
N 1.16 0.76 -2.01
C 2.21 1.30 -2.57
N 2.98 2.24 -1.99
S 2.46 0.74 -4.19
H -0.51 -0.89 -6.95
H 0.56 0.46 -6.56
H -1.01 0.33 -5.76
H 1.24 -1.72 -5.46
H -0.31 -1.73 -4.58
H 2.98 2.31 -0.98
H 3.82 2.53 -2.46
F -5.97 3.86 -2.66
C -4.88 3.15 -2.39
C -3.96 2.86 -3.40
F -4.18 3.30 -4.64
C -2.81 2.15 -3.11
F -1.91 1.90 -4.08
C -2.52 1.68 -1.81
O -1.44 1.06 -1.53
C -3.49 1.97 -0.82
F -3.20 1.54 0.43
C -4.64 2.68 -1.09
F -5.53 2.94 -0.13
```

Properties
Spin multiplicity ... 4
Largest force on an atom ... 2.25 eV/A
Total energy ... -123620.154 eV
Total charge ... +1
E_LUMO (alpha / beta) ... -3.5497 / -3.7147 eV
Relative energy (zero: lowest compared OMol25 entry of this formula, charge and spin) ... 15.9 kcal per mole

(5)
Formula: C3H11NOS
Source: OMol25
Level of theory: ωB97M-V/def2-TZVPD

```
17
Properties=species:S:1:pos:R:3
C -1.75 0.94 0.27
N -0.58 0.53 -0.49
C 0.60 0.31 0.36
C 1.89 0.48 -0.44
S 3.30 -0.29 0.46
H -2.16 0.12 0.87
H -1.54 1.72 1.02
H -2.50 1.39 -0.36
H -0.32 1.30 -1.09
H 0.56 -0.68 0.80
H 0.67 1.03 1.20
H 2.22 1.52 -0.42
H 1.88 0.08 -1.45
H 2.99 -1.56 0.16
O -1.52 -2.26 0.01
H -2.13 -2.99 -0.18
H -1.61 -1.66 -0.73
```

Properties
Largest force on an atom ... 1.35 eV/A
Total energy ... -17661.809 eV
E_LUMO ... 0.9089 eV
Relative energy (zero: lowest compared OMol25 entry of this formula, charge and spin) ... 14.1 kcal per mole